No. 1
{
  "formula": "C24H51NO10P",
  "method": "ωB97M-V/def2-TZVPD",
  "max_force_ev_per_a": 1.00,
  "e_tot_ha": -2093.296259,
  "homo_lumo_gap_ev": 6.5219,
  "total_charge": 1,
  "multiplicity": 1,
  "e_lumo_ev": -4.7186,
  "species": ["O", "P", "C", "N", "C", "O", "C", "C", "C", "O", "O", "C", "C", "C", "C", "O", "H", "H", "H", "H", "H", "H", "H", "H", "H", "H", "H", "C", "C", "C", "O", "H", "H", "H", "H", "H", "H", "H", "H", "C", "C", "C", "O", "H", "H", "H", "H", "H", "H", "H", "H", "C", "C", "C", "O", "H", "H", "H", "H", "H", "H", "H", "H", "C", "C", "C", "O", "H", "H", "H", "H", "H", "H", "H", "H", "C", "C", "C", "O", "H", "H", "H", "H", "H", "H", "H", "H"],
  "positions_angstrom": [[0.921, 7.605, -1.192], [-0.094, 7.178, -2.161], [-1.026, 5.672, -1.667], [-2.237, 5.502, -2.271], [-3.073, 4.485, -2.026], [-4.172, 4.448, -2.755], [-2.706, 3.551, -1.071], [-1.496, 3.706, -0.427], [-1.078, 2.657, 0.572], [-0.444, 1.713, 0.223], [-1.487, 2.842, 1.834], [-0.603, 4.764, -0.725], [0.749, 4.846, -0.072], [1.885, 4.658, -1.086], [2.961, 3.703, -0.806], [3.124, 5.141, -0.685], [-1.162, 8.075, -2.343], [0.316, 6.852, -3.464], [-2.560, 6.179, -2.955], [-4.975, 4.375, -2.196], [-3.355, 2.714, -0.861], [-1.861, 3.722, 1.969], [0.891, 5.814, 0.401], [0.842, 4.038, 0.645], [1.602, 4.774, -2.136], [2.964, 3.188, 0.144], [3.530, 3.335, -1.649], [7.353, 3.852, -1.521], [6.536, 2.577, -1.655], [7.390, 1.393, -2.078], [5.456, 2.771, -2.576], [7.805, 4.113, -2.482], [6.719, 4.683, -1.212], [8.153, 3.733, -0.790], [6.055, 2.354, -0.701], [7.843, 1.585, -3.054], [6.783, 0.492, -2.162], [8.190, 1.209, -1.361], [5.837, 2.972, -3.437], [-7.032, 1.746, 0.049], [-7.359, 2.733, -1.057], [-8.495, 2.252, -1.939], [-6.185, 2.990, -1.859], [-6.726, 0.786, -0.376], [-6.215, 2.114, 0.672], [-7.898, 1.573, 0.686], [-7.617, 3.699, -0.621], [-8.229, 1.307, -2.420], [-8.711, 2.977, -2.723], [-9.400, 2.093, -1.355], [-5.928, 2.160, -2.277], [-0.358, -2.014, -1.212], [0.610, -2.948, -0.501], [0.400, -2.939, 1.004], [1.956, -2.601, -0.824], [-0.203, -0.985, -0.873], [-0.193, -2.041, -2.289], [-1.394, -2.289, -1.009], [0.477, -3.963, -0.879], [0.576, -1.937, 1.408], [1.100, -3.619, 1.488], [-0.613, -3.243, 1.268], [2.112, -1.707, -0.499], [3.150, -4.525, 3.657], [1.828, -4.679, 4.390], [2.031, -5.059, 5.848], [1.009, -5.645, 3.725], [3.702, -5.469, 3.663], [2.980, -4.256, 2.615], [3.778, -3.761, 4.117], [1.269, -3.743, 4.335], [2.551, -6.018, 5.919], [1.070, -5.163, 6.353], [2.623, -4.310, 6.375], [1.481, -6.486, 3.746], [-0.498, -6.795, 0.505], [-0.830, -8.262, 0.728], [-2.306, -8.469, 1.029], [-0.024, -8.797, 1.777], [-0.712, -6.228, 1.415], [0.562, -6.669, 0.286], [-1.080, -6.371, -0.315], [-0.558, -8.837, -0.159], [-2.582, -7.934, 1.942], [-2.520, -9.526, 1.182], [-2.932, -8.101, 0.214], [-0.244, -8.312, 2.581]],
  "lowdin_charge": [-0.35, 0.77, -0.23, 0.17, -0.29, 0.14, 0.12, -0.02, -0.50, 0.19, 0.17, -0.11, -0.06, -0.33, -0.04, -0.01, 0.03, 0.04, 0.18, 0.12, 0.15, 0.14, 0.13, 0.12, 0.14, 0.12, 0.09, -0.06, -0.50, -0.06, -0.08, 0.08, 0.08, 0.08, 0.13, 0.08, 0.08, 0.08, 0.09, -0.05, -0.47, -0.05, -0.09, 0.09, 0.08, 0.09, 0.14, 0.09, 0.08, 0.09, 0.11, -0.06, -0.50, -0.05, -0.05, 0.06, 0.08, 0.08, 0.13, 0.08, 0.06, 0.08, 0.08, -0.06, -0.50, -0.06, -0.07, 0.09, 0.06, 0.08, 0.13, 0.08, 0.08, 0.08, 0.09, -0.07, -0.50, -0.06, -0.05, 0.07, 0.08, 0.08, 0.14, 0.08, 0.08, 0.08, 0.08]
}


No. 2
{
  "formula": "C24H52N4O28S6",
  "method": "ωB97M-V/def2-TZVPD",
  "max_force_ev_per_a": 2.13,
  "e_tot_ha": -5660.499505,
  "homo_lumo_gap_ev": 9.7779,
  "multiplicity": 1,
  "e_lumo_ev": 0.1334,
  "species": ["C", "C", "O", "S", "O", "O", "O", "H", "H", "H", "H", "C", "C", "O", "S", "O", "O", "O", "H", "H", "H", "H", "C", "C", "O", "S", "O", "O", "O", "H", "H", "H", "H", "C", "C", "O", "S", "O", "O", "O", "H", "H", "H", "H", "C", "C", "O", "S", "O", "O", "O", "H", "H", "H", "H", "C", "C", "O", "S", "O", "O", "O", "H", "H", "H", "H", "C", "C", "O", "N", "C", "H", "H", "H", "H", "H", "H", "H", "C", "C", "O", "N", "C", "H", "H", "H", "H", "H", "H", "H", "C", "C", "O", "N", "C", "H", "H", "H", "H", "H", "H", "H", "C", "C", "O", "N", "C", "H", "H", "H", "H", "H", "H", "H"],
  "positions_angstrom": [[1.000, -3.575, 1.128], [1.397, -3.261, -0.323], [1.879, -4.508, -0.847], [2.639, -5.273, 0.311], [3.911, -4.718, 0.508], [2.488, -6.658, 0.110], [1.673, -4.788, 1.478], [-0.070, -3.716, 1.260], [1.301, -2.756, 1.779], [2.173, -2.499, -0.411], [0.550, -2.962, -0.934], [4.245, 3.391, 2.119], [3.338, 2.245, 1.643], [3.055, 2.499, 0.257], [3.992, 3.661, -0.302], [3.287, 4.455, -1.233], [5.237, 3.079, -0.641], [4.126, 4.400, 1.095], [5.288, 3.087, 2.188], [3.952, 3.832, 3.066], [2.452, 2.009, 2.218], [3.917, 1.315, 1.649], [3.072, 1.117, -5.536], [4.182, 1.737, -4.680], [4.215, 0.937, -3.506], [2.835, 0.273, -3.166], [2.083, 1.097, -2.288], [3.050, -1.078, -2.807], [2.228, 0.430, -4.618], [3.460, 0.408, -6.263], [2.487, 1.914, -5.990], [4.032, 2.796, -4.483], [5.146, 1.602, -5.167], [-3.000, -4.810, -5.757], [-3.512, -4.152, -4.478], [-2.419, -3.306, -4.082], [-1.623, -2.761, -5.356], [-0.247, -3.043, -5.221], [-2.068, -1.456, -5.658], [-2.293, -3.757, -6.411], [-3.808, -5.120, -6.413], [-2.336, -5.642, -5.523], [-3.626, -4.891, -3.690], [-4.403, -3.551, -4.654], [0.765, 5.722, 2.086], [0.250, 4.439, 1.445], [0.547, 3.433, 2.418], [0.638, 4.020, 3.900], [1.924, 3.778, 4.426], [-0.506, 3.665, 4.644], [0.506, 5.551, 3.479], [0.327, 6.634, 1.695], [1.847, 5.783, 1.929], [0.835, 4.246, 0.545], [-0.812, 4.444, 1.202], [-5.148, -1.459, -1.011], [-6.039, -1.790, 0.209], [-7.022, -0.754, 0.233], [-7.376, -0.382, -1.275], [-7.732, 0.974, -1.340], [-8.198, -1.393, -1.823], [-5.890, -0.541, -1.814], [-4.874, -2.349, -1.578], [-4.200, -1.020, -0.698], [-5.485, -1.766, 1.140], [-6.521, -2.754, 0.043], [-1.258, -0.855, -2.307], [-1.127, -0.771, -0.800], [-1.905, -1.400, -0.080], [-0.105, -0.042, -0.336], [0.294, 0.122, 1.043], [-2.290, -0.635, -2.568], [-0.912, -1.809, -2.697], [-0.601, -0.135, -2.808], [0.465, 0.443, -1.011], [-0.512, -0.164, 1.707], [0.476, 1.191, 1.177], [1.197, -0.429, 1.308], [-1.313, 4.985, -4.014], [-0.186, 4.002, -3.824], [0.760, 3.966, -4.594], [-0.247, 3.141, -2.772], [-1.276, 2.934, -1.781], [-1.542, 5.077, -5.075], [-1.041, 5.952, -3.598], [-2.274, 4.643, -3.619], [0.624, 2.630, -2.720], [-0.815, 2.652, -0.834], [-1.956, 2.128, -2.073], [-1.859, 3.840, -1.629], [-1.694, -3.113, 4.825], [-1.684, -2.290, 3.564], [-0.633, -1.786, 3.186], [-2.829, -2.029, 2.884], [-4.157, -2.440, 3.224], [-0.744, -3.640, 4.852], [-2.507, -3.830, 4.882], [-1.739, -2.448, 5.687], [-2.685, -1.458, 2.061], [-4.681, -2.956, 2.416], [-4.784, -1.584, 3.505], [-4.202, -3.082, 4.096], [1.980, -0.305, 4.653], [3.418, -0.586, 5.016], [4.244, -0.757, 4.139], [3.710, -0.676, 6.339], [5.054, -0.919, 6.824], [1.964, 0.654, 4.138], [1.336, -0.296, 5.533], [1.620, -1.096, 4.000], [3.079, -0.269, 7.008], [5.086, -1.855, 7.390], [5.404, -0.117, 7.471], [5.728, -1.068, 5.985]],
  "lowdin_charge": [-0.15, -0.15, -0.18, 0.56, -0.20, -0.21, -0.18, 0.12, 0.11, 0.12, 0.12, -0.13, -0.15, -0.21, 0.56, -0.21, -0.20, -0.20, 0.13, 0.11, 0.08, 0.14, -0.13, -0.14, -0.17, 0.58, -0.25, -0.19, -0.18, 0.13, 0.13, 0.14, 0.13, -0.15, -0.15, -0.22, 0.57, -0.20, -0.21, -0.18, 0.14, 0.14, 0.13, 0.13, -0.14, -0.15, -0.22, 0.58, -0.21, -0.20, -0.17, 0.14, 0.13, 0.12, 0.13, -0.15, -0.15, -0.18, 0.58, -0.20, -0.21, -0.18, 0.13, 0.10, 0.09, 0.13, 0.02, -0.54, 0.01, 0.04, -0.03, 0.09, 0.07, 0.08, 0.09, 0.06, 0.07, 0.09, 0.00, -0.54, 0.03, 0.03, -0.07, 0.09, 0.09, 0.07, 0.09, 0.06, 0.08, 0.08, 0.01, -0.52, 0.00, 0.04, -0.09, 0.09, 0.06, 0.09, 0.11, 0.07, 0.09, 0.08, 0.01, -0.55, 0.04, 0.00, -0.07, 0.07, 0.08, 0.06, 0.13, 0.08, 0.08, 0.08]
}


Computed ΔE to the lowest compared entry with this formula, charge and spin (eV) in order:
0.0000 0.0000